15
Properties=species:S:1:pos:R:3:mulliken_charge:R:1 method="wB97M-V/def2-TZVPD" total_energy_ev=-17075.9253 orbital_gap_ev="5.44 / 5.88" homo_ev="-26.88 / -26.92" charge=+4
O 0.16 -0.23 -0.44 -0.37
C 0.72 -1.25 -0.58 1.11
O -2.48 2.49 0.17 -0.41
C -3.08 3.48 0.34 0.88
O -3.67 4.44 0.52 0.03
Tl -1.29 0.97 -0.10 1.59
C 1.38 -2.36 -0.77 -0.45
C 1.93 -3.21 0.33 -0.47
H 1.50 -2.65 -1.82 0.47
H 1.93 -4.27 0.02 0.38
H 1.35 -3.23 1.26 0.47
C 3.35 -2.67 0.85 -0.16
C 3.89 -3.64 0.28 0.12
H 3.87 -1.68 0.70 0.39
H 4.21 -4.66 0.10 0.40